No. 1
{"formula": "C19H18N8S2Tl", "method": "ωB97M-V with the def2-TZVPD basis set", "fmax_ev_per_a": 0.09, "total_charge": 1, "gap_ha": 0.300, "e_above_lowest_kcal_mol": 0.0, "total_energy_ha": -2141.5743, "species": ["Tl", "C", "C", "N", "N", "C", "N", "S", "C", "C", "C", "C", "C", "N", "H", "H", "H", "H", "H", "H", "H", "H", "H", "H", "N", "C", "C", "C", "C", "C", "C", "N", "C", "C", "C", "S", "C", "N", "H", "H", "H", "H", "H", "H", "H", "N", "C", "H"], "positions_angstrom": [[-0.19882, 1.12934, -0.31190], [1.73001, -0.77681, 3.88524], [0.95048, -0.71558, 2.60682], [1.45483, -0.33641, 1.49642], [2.75198, 0.05796, 1.46943], [3.35405, 0.37159, 0.28594], [4.64296, 0.72842, 0.40663], [2.60580, 0.30521, -1.20201], [-0.49756, -1.06847, 2.56123], [-1.18087, -1.55316, 3.67056], [-2.51899, -1.89308, 3.54196], [-3.13811, -1.74286, 2.31494], [-2.38533, -1.23624, 1.26608], [-1.10768, -0.90268, 1.38273], [2.71527, -1.21735, 3.71855], [1.24388, -1.38332, 4.64073], [1.85879, 0.22872, 4.29504], [3.25548, 0.18804, 2.33611], [5.14431, 0.69678, 1.27806], [5.14425, 0.96384, -0.43161], [-0.69309, -1.67163, 4.62551], [-3.06601, -2.27451, 4.39369], [-4.17622, -2.00432, 2.16765], [-2.82351, -1.09239, 0.28358], [-1.55883, -2.19360, -3.51590], [-0.85560, -3.08371, -2.72543], [-0.62086, -4.44926, -2.83826], [0.15731, -5.02141, -1.85233], [0.68701, -4.25785, -0.79915], [0.44763, -2.90349, -0.69512], [-0.34844, -2.31306, -1.67518], [-0.75052, -0.99220, -1.83192], [-1.45307, -0.96659, -2.93778], [-2.05047, 0.24078, -3.50607], [-2.82141, 0.32075, -4.62703], [-3.26607, 1.94219, -4.91222], [-2.40185, 2.40529, -3.51119], [-1.81800, 1.43830, -2.87654], [-2.02699, -2.40580, -4.37888], [-1.01960, -5.03511, -3.65551], [0.37132, -6.08068, -1.89529], [1.30351, -4.74946, -0.05837], [0.86657, -2.30222, 0.09952], [-3.14353, -0.46681, -5.28795], [-2.35335, 3.43808, -3.19852], [-0.93026, 3.14578, 3.71546], [-0.32684, 2.25855, 3.27405], [-1.43176, 3.92292, 4.09328]], "forces_ev_per_angstrom": [[0.0, -0.1, 0.0], [0.0, 0.0, 0.0], [0.0, 0.1, 0.1], [0.0, 0.0, 0.0], [0.0, 0.0, 0.0], [0.0, -0.1, 0.0], [0.0, 0.0, 0.0], [0.0, 0.0, 0.0], [0.0, -0.1, 0.0], [0.0, 0.0, 0.0], [0.0, 0.0, 0.0], [0.0, 0.0, 0.0], [0.0, 0.0, 0.0], [0.0, 0.1, 0.0], [0.0, 0.0, 0.0], [0.0, 0.0, 0.0], [0.0, 0.0, 0.0], [0.0, 0.0, 0.0], [0.0, 0.0, 0.0], [0.0, 0.0, 0.0], [0.0, 0.0, 0.0], [0.0, 0.0, 0.0], [0.0, 0.0, 0.0], [0.0, 0.0, 0.0], [0.0, 0.0, 0.0], [0.0, 0.0, 0.0], [0.0, 0.0, 0.0], [0.0, 0.0, 0.0], [0.0, 0.0, 0.0], [0.0, 0.0, 0.0], [0.0, 0.0, 0.0], [0.0, 0.1, -0.1], [0.0, 0.0, 0.1], [0.0, 0.0, 0.0], [0.0, 0.0, 0.0], [0.0, -0.1, 0.0], [0.0, 0.0, 0.0], [0.0, 0.0, 0.0], [0.0, 0.0, 0.0], [0.0, 0.0, 0.0], [0.0, 0.0, 0.0], [0.0, 0.0, 0.0], [0.0, 0.0, 0.0], [0.0, 0.0, 0.0], [0.0, 0.0, 0.0], [0.0, 0.0, 0.0], [0.0, 0.0, 0.0], [0.0, 0.0, 0.0]]}

=====

No. 2
{"formula": "C5H10N", "method": "ωB97M-V with the def2-TZVPD basis set", "fmax_ev_per_a": 5.73, "total_charge": 1, "gap_ha": 0.396, "e_above_lowest_kcal_mol": 82.1, "total_energy_ha": -250.8744, "species": ["C", "C", "C", "C", "C", "N", "H", "H", "H", "H", "H", "H", "H", "H", "H", "H"], "positions_angstrom": [[2.97044, 0.04919, 0.48524], [1.78962, 0.22904, 0.23345], [-0.36356, 1.61944, 0.40546], [-1.58987, -1.14461, -0.49546], [0.42989, 0.37314, -0.10064], [-0.30618, -0.86817, 0.20103], [3.97549, -0.25503, 0.56032], [-1.35629, 1.56874, 0.00495], [-0.35802, 1.75128, 1.46851], [0.12138, 2.48863, -0.04866], [-2.18940, -0.31257, -0.21490], [-1.45616, -1.01843, -1.63369], [-1.84598, -2.23054, -0.48156], [0.18636, 0.42275, -1.57820], [-0.30051, -1.02598, 1.22107], [0.29279, -1.64689, -0.02693]], "forces_ev_per_angstrom": [[-2.9, 0.1, -0.8], [3.3, -0.3, 0.6], [1.4, -0.5, -1.2], [0.7, -0.1, -2.6], [-2.8, 2.0, -4.6], [0.7, -2.2, 0.6], [0.6, 0.1, 0.3], [-0.6, 0.1, 0.0], [0.0, -0.2, 0.7], [-0.1, -0.1, 0.2], [-1.6, -0.4, 0.5], [0.4, 0.1, 1.7], [-0.4, 1.1, 1.1], [1.2, -0.1, 4.3], [-0.9, 0.5, 0.0], [0.8, -0.3, -0.7]]}

=====

No. 3
{"formula": "C22H26ClFN6O2", "method": "ωB97M-V with the def2-TZVPD basis set", "fmax_ev_per_a": 1.36, "smiles": "CC(C)(C)CC(=O)N1CCC(c2nc3c(nnn3Cc3c(F)cccc3Cl)c(=O)[nH]2)CC1", "gap_ha": 0.346, "total_energy_ha": -1893.0640, "species": ["C", "H", "H", "H", "C", "C", "H", "H", "H", "C", "H", "H", "H", "C", "C", "O", "N", "C", "H", "C", "H", "H", "C", "C", "N", "C", "N", "N", "N", "C", "C", "O", "N", "H", "C", "C", "C", "C", "C", "C", "C", "Cl", "H", "H", "H", "F", "H", "H", "H", "C", "C", "H", "H", "H", "H", "H", "H", "H"], "positions_angstrom": [[5.43725, 1.36370, -1.80290], [4.61714, 1.97135, -2.18117], [6.25811, 2.02634, -1.53895], [5.77333, 0.70600, -2.60117], [4.99997, 0.55161, -0.58062], [4.48663, 1.50529, 0.50052], [3.64134, 2.08859, 0.14135], [5.27517, 2.19764, 0.78731], [4.18037, 0.95411, 1.38639], [6.19307, -0.23676, -0.03952], [6.94627, 0.43856, 0.35993], [5.87583, -0.91300, 0.74944], [6.64778, -0.82968, -0.82979], [3.88936, -0.43186, -1.02112], [3.25963, -1.15642, 0.15068], [3.81190, -2.11515, 0.66048], [2.07579, -0.70401, 0.64831], [1.22145, 0.34054, 0.13939], [0.99638, 1.03345, 0.96059], [-0.08534, -0.25660, -0.38718], [0.13377, -0.93043, -1.21804], [-0.74476, 0.53303, -0.74566], [-0.78768, -1.03960, 0.73218], [-2.11177, -1.54368, 0.22530], [-2.93497, -0.64560, -0.21693], [-4.11289, -1.14065, -0.65343], [-5.16896, -0.47103, -1.15247], [-6.14362, -1.34843, -1.44184], [-5.77166, -2.52793, -1.16236], [-4.51262, -2.48540, -0.66302], [-3.60209, -3.48978, -0.18010], [-3.71022, -4.68567, -0.09186], [-2.39699, -2.86746, 0.24426], [-1.70560, -3.51778, 0.59935], [-5.30594, 0.94632, -1.37382], [-4.45229, 1.69942, -0.39300], [-3.33273, 2.41199, -0.80533], [-2.49467, 3.06659, 0.07706], [-2.77728, 3.00877, 1.42998], [-3.88161, 2.31016, 1.88340], [-4.70617, 1.66229, 0.97699], [-6.06600, 0.77223, 1.56045], [-4.10679, 2.26044, 2.93658], [-2.13359, 3.51034, 2.13541], [-1.63946, 3.60311, -0.30135], [-3.04522, 2.46384, -2.12024], [-5.00364, 1.18461, -2.39896], [-6.36532, 1.19069, -1.25088], [-1.02076, -0.32867, 1.53532], [0.16372, -2.10582, 1.27230], [1.45893, -1.43498, 1.73675], [1.24557, -0.74001, 2.55727], [2.17579, -2.18385, 2.07752], [0.41361, -2.82407, 0.48784], [-0.27889, -2.63582, 2.11786], [1.71588, 0.90312, -0.64821], [4.35290, -1.20255, -1.64047], [3.15261, 0.08858, -1.62981]], "forces_ev_per_angstrom": [[-0.1, -0.2, 0.2], [-0.1, 0.1, -0.1], [0.1, 0.1, 0.0], [0.1, -0.1, -0.1], [0.1, 0.1, 0.0], [0.1, -0.1, -0.1], [-0.1, 0.1, 0.0], [0.1, 0.1, 0.0], [0.0, 0.0, 0.2], [-0.2, 0.1, 0.0], [0.1, 0.1, 0.0], [0.1, -0.1, 0.1], [0.1, -0.1, -0.1], [0.1, 0.0, 0.1], [0.0, 0.1, -0.3], [0.3, -0.3, 0.0], [-0.2, 0.0, 0.3], [-0.2, 0.1, -0.4], [0.0, 0.0, -0.1], [0.0, 0.2, 0.3], [0.0, 0.0, -0.1], [0.0, 0.0, 0.0], [0.2, -0.2, -0.2], [-0.2, 0.3, 0.0], [0.2, 0.3, -0.1], [-0.1, -1.2, 0.1], [0.9, -0.6, 0.3], [-1.0, 0.6, -0.5], [-0.1, -1.0, 0.1], [0.4, 1.3, 0.0], [0.0, 0.0, 0.0], [-0.1, -0.2, 0.0], [0.2, -0.1, 0.1], [-0.1, 0.1, 0.0], [-0.1, 0.4, -0.3], [-0.1, 0.3, 0.0], [-0.2, 0.1, 0.3], [0.0, -0.1, -0.2], [0.0, -0.1, -0.1], [-0.1, -0.1, 0.1], [0.3, 0.3, -0.2], [-0.1, 0.0, 0.1], [0.0, 0.0, 0.1], [0.1, 0.1, 0.1], [0.1, 0.1, -0.1], [0.0, -0.1, 0.0], [-0.1, 0.0, 0.2], [0.2, 0.0, 0.0], [0.0, -0.1, 0.0], [0.0, 0.4, 0.2], [0.1, -0.5, 0.1], [0.0, 0.0, 0.0], [-0.1, 0.2, 0.0], [0.0, -0.1, 0.0], [0.0, -0.1, 0.0], [0.0, 0.0, 0.1], [-0.1, 0.0, 0.0], [0.0, 0.0, 0.0]]}